## 1
Molecular formula: C11H18
Method: DFT, ωB97M-V with the def2-TZVPD basis set

Last column: Mulliken charge in e.
Positions of all 29 atoms, in Å:
C  -0.60939  -2.61106  -1.57169  -1.760
C  0.60000  -1.88297  -1.40251  1.386
C  1.65736  -2.52001  -0.74633  -0.630
C  0.67680  -0.61714  -1.93357  -0.715
C  2.90868  -1.77074  -0.63740  -0.484
C  1.77525  0.10692  -1.77773  -0.223
C  3.00352  -0.53485  -1.27573  -0.651
H  -0.61357  -3.54460  -1.20003  0.525
H  -0.94640  -2.62159  -2.64399  0.316
H  1.61653  -3.50689  -0.17929  0.225
H  -0.23177  -0.28214  -2.34492  0.422
H  3.71642  -2.15662  -0.17062  0.520
H  1.65926  1.16343  -1.88763  0.473
H  3.98891  0.05955  -1.32795  0.273
H  -1.51455  -2.23877  -1.11087  0.334
C  -1.09171  1.16758  1.38683  1.104
C  -2.66022  1.17989  1.73932  -1.468
C  -0.99668  2.03970  0.15702  -1.576
C  -0.26824  1.89075  2.47370  -1.368
H  -0.84418  0.08511  1.33947  0.261
H  -2.65846  1.10856  2.77898  0.477
H  -0.99890  3.04522  0.43252  0.583
H  -0.01444  1.76257  -0.35996  0.028
H  -1.72854  1.79443  -0.68091  0.379
H  -0.84621  2.72206  2.98923  0.312
H  0.36856  1.47270  3.29302  0.345
H  0.48840  2.50748  1.90167  0.297
H  -3.20361  0.22440  1.61489  0.327
H  -3.23281  1.95706  1.14450  0.287

Output
- LUMO (eV) = 0.94
- gap between HOMO and LUMO (eV) = 9.7
- total charge = 0
- structure (SMILES) = Cc1ccccc1.CC(C)C
- HOMO (eV) = -8.7

***

## 2
Molecular formula: C11H18
Method: DFT, ωB97M-V with the def2-TZVPD basis set

Last column: Mulliken charge in e.
Positions of all 29 atoms, in Å:
C  -2.68657  0.60247  -0.79535  0.125
C  -2.90671  -0.69439  -0.00310  -0.951
C  -2.67489  1.83363  0.14797  -1.142
H  -1.70166  0.51581  -1.26315  -0.061
H  -3.34712  0.62347  -1.66272  0.427
H  -3.41854  -0.72275  0.96339  0.388
H  -1.96219  -1.21383  0.16587  -0.036
H  -2.71990  1.47897  1.17455  0.311
H  -1.73099  2.36098  0.00694  0.249
H  -3.58527  -1.41726  -0.48577  0.359
H  -3.52016  2.50585  0.00116  0.316
C  0.55532  -0.74673  1.89207  -1.027
C  1.80161  -1.57076  2.35278  -1.076
C  0.84434  -0.23179  0.51861  0.994
C  0.56669  -1.16270  -0.53973  -0.693
C  1.44419  0.99734  0.30620  -0.284
C  1.03553  -0.72984  -1.77845  -0.528
C  1.82385  1.38397  -0.98237  -0.479
C  1.64403  0.49676  -2.01322  -0.591
H  -0.35939  -1.35140  1.81042  0.256
H  0.28824  -0.11284  2.74303  0.430
H  2.05429  -1.81417  3.38164  0.369
H  0.18765  -2.14248  -0.31731  0.484
H  1.72662  1.57098  1.17910  0.425
H  0.85036  -1.43908  -2.58009  0.329
H  2.35901  2.30416  -1.17897  0.414
H  1.95182  0.69026  -3.02747  0.402
H  2.66024  -0.98568  1.99726  0.303
H  1.82332  -2.48221  1.74794  0.288

Output
- LUMO (eV) = 0.99
- gap between HOMO and LUMO (eV) = 10.1
- total charge = 0
- structure (SMILES) = CCc1ccccc1.CCC
- HOMO (eV) = -9.1

***

Least stable = 1

***

## 1
Molecular formula: C11H18
Method: DFT, ωB97M-V with the def2-TZVPD basis set

Last column: Mulliken charge in e.
Positions of all 29 atoms, in Å:
C  -1.14884  -3.14255  -1.16327  -1.132
C  -1.72483  -0.57572  -0.87782  -0.902
C  -1.87245  -1.93817  -0.46949  0.656
C  -2.17485  0.48425  0.00813  -0.211
C  -2.81707  0.18614  1.23007  -0.578
C  -2.24505  -2.15112  0.83519  -0.429
C  -2.81998  -1.12165  1.65614  -0.682
H  -1.27498  -0.34097  -1.65470  0.918
H  -1.98836  1.52270  -0.36609  0.324
H  -0.09969  -3.00320  -1.21872  0.264
H  -1.52898  -3.44126  -2.08478  0.372
H  -3.24384  0.98636  1.70774  0.489
H  -2.07656  -3.10393  1.32673  0.237
H  -2.99857  -1.30213  2.68993  0.342
H  -1.37515  -4.00282  -0.42568  0.297
C  1.97623  1.32045  0.22796  0.914
C  2.42930  2.46583  0.98587  -1.286
C  0.97430  1.81680  -0.97110  -1.258
C  2.99961  0.34666  -0.33342  -1.291
H  1.29308  0.75371  0.87382  0.209
H  1.52456  3.24211  1.01081  0.245
H  0.44181  2.59102  -0.43526  0.364
H  1.51513  2.04876  -1.85900  0.480
H  0.33303  1.06583  -1.26971  0.039
H  4.14246  0.51584  -0.30113  0.313
H  2.92088  -0.62587  0.06944  0.324
H  2.90614  0.15160  -1.42120  0.324
H  3.17419  3.05915  0.25718  0.269
H  2.75847  2.19217  1.97238  0.387

Output
- LUMO (eV) = 0.91
- gap between HOMO and LUMO (eV) = 9.9
- total charge = 0
- structure (SMILES) = Cc1ccccc1.CC(C)C
- HOMO (eV) = -9.0

***

## 2
Molecular formula: C11H18
Method: DFT, ωB97M-V with the def2-TZVPD basis set

Last column: Mulliken charge in e.
Positions of all 29 atoms, in Å:
C  -2.85881  -2.43146  0.03686  -1.080
C  -2.16857  -1.04113  0.16100  -0.324
C  -2.91554  0.12932  -0.38109  -0.653
C  -2.03768  1.35940  0.19988  -0.347
C  -2.62486  2.60540  -0.02666  -0.703
C  4.18274  0.74132  -0.88636  -0.237
C  3.52644  -0.34649  -1.33805  -0.396
C  2.93515  -1.27636  -0.47313  -0.338
C  2.98399  -1.05493  0.89313  -0.473
C  3.59049  0.12147  1.32217  -0.264
C  4.22758  1.03669  0.44942  -0.474
H  -3.71863  -2.94402  0.64519  0.285
H  -3.40470  -2.44679  -0.99883  0.253
H  -1.96429  -3.34453  0.06966  0.226
H  -1.03158  -1.26884  -0.15139  0.073
H  -1.86504  -1.02782  1.17914  0.369
H  -2.98191  0.16675  -1.40465  0.479
H  -4.07187  0.18793  -0.07008  0.314
H  -1.02817  1.33319  -0.15880  0.374
H  -2.10786  1.23083  1.32660  0.186
H  -3.04196  3.32402  1.16396  0.203
H  -1.48987  3.33023  -0.73930  0.163
H  -3.84885  2.31828  -0.88809  0.184
H  4.78888  1.34188  -1.57924  0.304
H  3.44978  -0.47009  -2.39029  0.390
H  2.38676  -2.10812  -0.88299  0.397
H  2.58317  -1.65118  1.74203  0.314
H  3.75907  0.30377  2.36206  0.361
H  4.74613  1.88127  0.81785  0.414

Output
- LUMO (eV) = 0.73
- gap between HOMO and LUMO (eV) = 10.1
- total charge = 0
- HOMO (eV) = -9.4

***

## 3
Molecular formula: C11H18
Method: DFT, ωB97M-V with the def2-TZVPD basis set

Last column: Mulliken charge in e.
Positions of all 29 atoms, in Å:
C  3.89233  -0.01859  -1.48022  -0.630
C  4.24793  1.13864  -0.75405  -0.182
C  4.46810  1.30268  0.60043  -0.511
C  4.54263  0.02375  1.37865  -0.318
C  4.40416  -1.14905  0.62619  -0.374
C  4.09707  -1.19778  -0.75559  -0.106
C  -2.97288  -0.01260  -0.00064  1.387
C  -2.83083  1.45151  -0.62003  -1.001
C  -4.58297  -0.02021  0.14592  -1.289
C  -2.11670  -0.07831  1.27978  -1.651
C  -2.63263  -1.33114  -0.63926  -1.308
H  3.69679  -0.16258  -2.48879  0.459
H  4.39317  2.02662  -1.40807  0.271
H  4.74405  2.26032  1.02952  0.357
H  4.77630  -0.17009  2.35028  0.451
H  4.40415  -1.99497  1.25249  0.340
H  4.11976  -2.27123  -1.21005  0.243
H  -2.93379  1.17476  -1.81820  0.284
H  -3.79441  2.19419  -0.00386  0.258
H  -1.63725  1.84304  -0.46305  0.274
H  -5.09634  -0.85052  0.67478  0.362
H  -4.95381  0.98032  0.70296  0.277
H  -5.01190  -0.08359  -0.90584  0.335
H  -2.38502  -0.78583  2.17012  0.273
H  -2.19934  1.02395  1.54781  0.356
H  -1.14161  -0.29639  1.32612  0.520
H  -1.49473  -1.66051  -0.62795  0.317
H  -3.25963  -2.07626  -0.04135  0.332
H  -2.74261  -1.26012  -1.86809  0.274

Output
- LUMO (eV) = 0.72
- gap between HOMO and LUMO (eV) = 10.0
- total charge = 0
- HOMO (eV) = -9.3

***

## 4
Molecular formula: C11H18
Method: DFT, ωB97M-V with the def2-TZVPD basis set

Last column: Mulliken charge in e.
Positions of all 29 atoms, in Å:
C  1.95552  -0.01433  0.88625  1.656
C  1.55563  -0.59730  -0.39941  -1.645
C  2.72856  -0.98954  1.67841  -1.202
C  0.76286  0.20525  1.81427  -0.905
C  2.71800  1.28697  0.79953  -1.659
C  -2.67507  0.29821  0.03896  -0.378
C  -3.86041  -0.05662  -0.60967  -0.187
C  -3.94259  -0.25952  -1.97988  -0.496
C  -2.73789  -0.08810  -2.78551  -0.306
C  -1.58861  0.40880  -2.17610  -0.617
C  -1.57805  0.51503  -0.74922  0.451
H  2.28687  -1.21506  -1.04480  0.357
H  0.84361  -1.46472  -0.34222  0.439
H  1.24318  0.17568  -1.16493  0.239
H  2.84070  -0.57205  2.73493  0.306
H  1.89698  -1.89140  1.73970  0.319
H  3.59185  -1.66025  1.23967  0.287
H  1.41145  0.03122  2.88909  0.217
H  0.12129  -0.72993  1.58777  0.288
H  0.04883  1.12973  1.65205  0.306
H  2.10849  1.92971  0.24126  0.466
H  2.84535  1.66437  1.87530  0.302
H  3.76150  1.38473  0.24931  0.284
H  -2.67021  0.49855  1.13969  0.322
H  -4.85839  -0.20033  -0.02079  0.210
H  -4.84537  -0.63583  -2.44263  0.368
H  -2.75840  -0.39616  -3.85123  0.325
H  -0.60380  0.46994  -2.68972  0.267
H  -0.60187  0.77294  -0.31007  -0.014

Output
- LUMO (eV) = 0.81
- gap between HOMO and LUMO (eV) = 10.1
- total charge = 0
- structure (SMILES) = CC(C)(C)C.c1ccccc1
- HOMO (eV) = -9.3

***

Least stable = 2

***

## 1
Molecular formula: C5H8O
Method: DFT, ωB97M-V with the def2-TZVPD basis set

Last column: Mulliken charge in e.
Positions of all 14 atoms, in Å:
C  1.20511  0.75294  1.15522  -1.068
C  0.20749  -0.36782  0.86165  0.350
C  -0.11732  -1.44805  0.12442  -0.472
C  -0.58493  -1.00992  -1.26633  -0.444
O  -0.43405  0.38528  -1.31273  -0.370
C  -0.60350  0.81744  -0.02044  -0.571
H  1.46766  1.37383  0.25724  0.300
H  2.11527  0.30558  1.46714  0.340
H  0.80518  1.45568  1.88960  0.296
H  -0.22957  -2.51568  0.34243  0.353
H  -1.62348  -1.28308  -1.46290  0.265
H  0.05621  -1.41796  -2.06138  0.292
H  -1.55510  0.65602  0.47702  0.282
H  -0.40380  1.91274  -0.03835  0.447

Output
- LUMO (eV) = 0.75
- gap between HOMO and LUMO (eV) = 9.2
- total charge = 0
- structure (SMILES) = CC1=CCOC1
- HOMO (eV) = -8.4

***

## 2
Molecular formula: C5H8O
Method: DFT, ωB97M-V with the def2-TZVPD basis set

Last column: Mulliken charge in e.
Positions of all 14 atoms, in Å:
C  -0.82912  0.02632  -1.45946  -1.449
C  0.01490  0.19579  -0.23089  0.299
C  -0.61054  0.31694  1.14730  -0.324
C  0.71494  0.87831  1.63363  -0.355
O  1.63737  -0.03091  1.28391  -0.158
C  1.22431  -0.69680  0.06792  -0.434
H  -1.58121  0.82171  -1.48438  0.351
H  -1.34970  -0.93384  -1.47290  0.338
H  -0.20153  0.10793  -2.35169  0.355
H  -1.42482  1.04313  1.22546  0.292
H  -0.87114  -0.59173  1.71137  0.257
H  0.50585  1.21966  -0.24715  0.268
H  1.04692  -1.77076  0.21326  0.280
H  2.04605  -0.56354  -0.64397  0.281

Output
- LUMO (eV) = 0.88
- gap between HOMO and LUMO (eV) = 9.1
- total charge = 0
- HOMO (eV) = -8.2

***

Least stable = 1

***

## 1
Molecular formula: C5H8O
Method: DFT, ωB97M-V with the def2-TZVPD basis set

Last column: Mulliken charge in e.
Positions of all 14 atoms, in Å:
C  0.03170  1.46765  -0.83772  -1.366
C  0.51006  0.22669  -0.07654  0.653
C  -0.09533  0.15042  1.34019  -0.679
O  0.14820  -1.08510  1.96341  -0.492
C  0.11029  -0.98901  -0.79928  -0.934
C  -0.31909  -1.99003  -1.31611  0.233
H  -1.05310  1.42198  -0.98309  0.345
H  0.50135  1.52128  -1.82433  0.369
H  0.27133  2.38456  -0.28870  0.351
H  1.60354  0.24508  0.01913  0.177
H  0.36023  0.91455  1.97799  0.324
H  -1.17487  0.36472  1.27097  0.293
H  -0.18305  -1.76694  1.35941  0.307
H  -0.70000  -2.85847  -1.80621  0.420

Output
- LUMO (eV) = 1.03
- gap between HOMO and LUMO (eV) = 11.1
- total charge = 0
- structure (SMILES) = C#C[C@@H](C)CO
- HOMO (eV) = -10.1

***

## 2
Molecular formula: C5H8O
Method: DFT, ωB97M-V with the def2-TZVPD basis set

Last column: Mulliken charge in e.
Positions of all 14 atoms, in Å:
C  1.08780  1.27943  0.86854  -1.102
C  0.29358  0.93389  -0.38891  -0.467
C  -0.71341  -0.20250  -0.20058  0.221
O  -1.58400  -0.17733  -1.32436  -0.520
C  -0.08646  -1.53373  -0.10674  -0.737
C  0.29859  -2.67478  -0.15606  0.096
H  0.42308  1.56601  1.69179  0.313
H  1.75108  2.12929  0.67656  0.332
H  1.71005  0.44390  1.21144  0.308
H  0.97262  0.67244  -1.20940  0.302
H  -0.29659  1.79900  -0.71425  0.297
H  -1.27704  -0.02211  0.73266  0.190
H  -2.03009  -1.03379  -1.36740  0.334
H  0.67317  -3.67407  -0.20029  0.432

Output
- LUMO (eV) = 0.99
- gap between HOMO and LUMO (eV) = 11.1
- total charge = 0
- structure (SMILES) = C#C[C@H](O)CC
- HOMO (eV) = -10.2

***

## 3
Molecular formula: C5H8O
Method: DFT, ωB97M-V with the def2-TZVPD basis set

Last column: Mulliken charge in e.
Positions of all 14 atoms, in Å:
C  -0.66729  1.44379  -0.79359  -1.341
C  -0.38694  0.10906  -0.18928  0.664
C  0.66051  -0.90292  -0.69549  -0.426
C  0.17598  -1.30956  0.67271  -0.119
C  0.42453  -0.01969  1.33952  -0.621
O  -1.38113  -0.80752  0.10065  -0.573
H  -1.07175  1.33198  -1.80398  0.349
H  0.26891  2.01062  -0.84151  0.279
H  -1.39160  1.97715  -0.17491  0.345
H  0.34868  -1.57809  -1.49302  0.252
H  1.68512  -0.52602  -0.79750  0.234
H  -0.06032  -2.26970  1.08994  0.456
H  -0.02482  0.11520  2.33741  0.259
H  1.42012  0.42571  1.24906  0.241

Output
- LUMO (eV) = 1.01
- gap between HOMO and LUMO (eV) = 10.0
- total charge = 0
- HOMO (eV) = -9.0

***

Least stable = 3